# 1
10
Properties=species:S:1:pos:R:3:forces:R:3 method="wB97M-V/def2-TZVPD" e_above_lowest_ev=3.655 total_energy_ha=-615.20269 orbital_gap_ha="0.2462 / 0.2462" max_force_ev_per_a=9.02
C -0.099 1.180 0.453 4.560 7.202 2.948
C 0.338 -1.174 -0.020 1.743 -1.080 -2.842
C -0.542 -0.020 0.036 0.998 -1.777 -3.777
F -0.794 0.793 -1.923 0.487 -1.069 2.522
S 1.495 1.625 1.003 -2.949 -1.552 -1.177
H -0.700 2.126 0.553 -0.155 -1.712 -0.555
H -0.050 -2.153 -0.403 -0.210 1.292 0.027
H 0.597 -1.394 0.985 0.796 -0.028 1.139
H 1.302 -0.904 -0.667 -1.985 -0.537 1.718
H -1.547 -0.078 -0.018 -3.284 -0.739 -0.001

---

# 2
25
Properties=species:S:1:pos:R:3:forces:R:3 method="wB97M-V/def2-TZVPD" e_above_lowest_ev=2.182 total_energy_ha=-560.03806 orbital_gap_ha=0.3611 smiles=CN(N)CCc1ccccc1F max_force_ev_per_a=4.19
C 0.990 -1.580 -1.085 2.389 1.873 2.285
N -0.325 -1.872 -1.568 1.326 -0.551 -1.451
N -0.118 -1.864 -2.986 -2.213 -1.322 -1.486
C -1.251 -0.861 -1.180 -2.333 0.270 -1.244
C -1.299 -0.642 0.308 -0.424 -0.055 1.150
C -0.427 0.468 0.833 0.509 1.213 0.832
C -0.608 1.865 0.646 0.292 -1.170 -0.708
C 0.224 2.814 1.267 -0.625 -0.296 0.795
C 1.189 2.415 2.217 -0.379 0.073 -0.438
C 1.396 0.992 2.375 1.008 4.034 0.479
C 0.622 0.145 1.714 -2.063 -1.109 -0.977
F 0.822 -1.151 2.063 -0.058 -0.418 -0.198
H 1.864 -2.195 -1.470 -1.693 0.330 0.342
H 0.998 -1.574 0.061 0.158 -0.505 -1.889
H 1.292 -0.474 -1.319 -0.444 -1.428 0.004
H -0.952 -2.330 -3.484 1.626 0.995 1.191
H -0.083 -0.897 -3.327 -0.026 -0.063 0.106
H -1.075 0.088 -1.776 0.074 -0.495 0.732
H -2.292 -1.206 -1.516 1.350 0.370 0.325
H -2.354 -0.433 0.602 0.706 -0.122 -0.115
H -0.975 -1.574 0.844 -0.633 0.722 -0.650
H -1.384 2.201 -0.064 0.389 -0.175 0.543
H -0.065 3.870 1.106 0.604 -0.650 0.228
H 1.647 3.273 2.805 -0.080 -1.731 -0.706
H 2.164 0.519 2.935 0.540 0.211 0.851

---

# 3
85
Properties=species:S:1:pos:R:3:forces:R:3 method="wB97M-V/def2-TZVPD" total_charge=-2 total_energy_ha=-2518.28532 orbital_gap_ha=0.2273 max_force_ev_per_a=0.62
Cd 0.488 0.054 0.821 0.027 0.118 -0.220
C 4.365 2.274 1.209 0.073 -0.001 -0.195
O 5.332 1.278 0.887 -0.086 0.096 0.378
C 4.970 0.027 0.434 0.029 0.048 -0.197
C 5.978 -0.631 -0.234 0.007 -0.106 -0.069
C 5.815 -1.932 -0.724 -0.023 0.022 0.023
C 4.596 -2.547 -0.549 -0.036 -0.005 0.013
C 3.535 -1.902 0.104 -0.031 0.074 -0.068
C 2.281 -2.640 0.197 0.138 0.068 0.131
N 1.168 -2.201 0.642 -0.173 0.152 -0.125
N 0.126 -3.117 0.701 0.053 -0.128 -0.032
C -1.024 -2.538 0.472 -0.080 0.268 -0.159
O -1.235 -1.344 0.066 0.031 -0.149 0.414
C -2.234 -3.390 0.726 -0.007 0.026 -0.112
C -3.149 -2.986 1.694 -0.082 -0.005 0.019
C -4.296 -3.732 1.929 -0.008 0.003 -0.002
C -4.548 -4.880 1.185 0.064 0.012 -0.044
C -3.638 -5.283 0.215 -0.017 0.025 0.040
C -2.482 -4.542 -0.009 -0.032 -0.072 0.052
C 3.688 -0.589 0.659 -0.098 -0.141 0.090
O 2.766 -0.019 1.339 0.148 0.140 -0.001
H 4.904 3.033 1.778 0.037 0.010 -0.032
H 3.538 1.878 1.783 -0.025 -0.080 0.059
H 3.971 2.737 0.296 -0.012 -0.034 -0.024
H 6.919 -0.107 -0.363 -0.035 0.014 0.020
H 6.628 -2.430 -1.238 0.001 -0.012 0.018
H 4.435 -3.559 -0.911 -0.008 0.041 -0.026
H 2.303 -3.673 -0.156 0.020 -0.102 0.022
H -2.940 -2.095 2.275 0.003 -0.018 -0.052
H -4.991 -3.418 2.700 0.051 -0.005 -0.017
H -5.447 -5.460 1.362 0.004 0.006 0.006
H -3.830 -6.178 -0.367 0.016 0.020 0.005
H -1.760 -4.857 -0.752 0.002 0.009 0.006
C 0.564 1.990 -0.289 0.121 0.005 0.038
Si -0.507 3.340 0.280 -0.163 0.197 -0.047
C -2.341 3.083 -0.187 -0.147 -0.340 0.223
N -2.689 1.657 -0.140 0.147 0.081 -0.157
C -3.137 1.168 1.159 0.006 0.066 -0.113
C -4.615 1.467 1.425 0.030 -0.046 -0.044
C -5.467 0.873 0.301 0.072 0.122 -0.022
C -5.002 1.424 -1.050 0.020 -0.086 0.041
C -3.502 1.152 -1.232 -0.076 0.109 0.223
C -0.079 5.042 -0.494 0.102 -0.015 -0.132
C 1.103 5.231 -1.217 -0.045 0.001 0.002
C 1.435 6.466 -1.768 -0.069 -0.021 0.037
C 0.579 7.549 -1.609 -0.017 -0.057 0.023
C -0.605 7.386 -0.898 0.029 -0.035 -0.012
C -0.923 6.149 -0.350 -0.001 0.001 0.027
C -0.338 3.730 2.119 -0.027 -0.100 0.069
C -1.422 4.053 2.938 0.026 0.048 0.008
C -1.246 4.370 4.280 0.068 -0.024 0.000
C 0.027 4.365 4.833 -0.055 -0.035 -0.059
C 1.120 4.048 4.036 -0.002 0.001 0.006
C 0.936 3.736 2.697 0.009 -0.030 -0.031
H 1.620 2.281 -0.227 -0.041 -0.081 -0.004
H 0.338 1.753 -1.334 -0.012 -0.016 -0.007
H -2.475 3.445 -1.211 0.086 -0.011 -0.003
H -3.021 3.697 0.431 0.020 0.060 -0.099
H -2.508 1.605 1.939 0.036 -0.042 -0.043
H -2.978 0.085 1.183 0.066 0.042 -0.010
H -4.775 2.552 1.465 -0.026 -0.005 0.037
H -4.903 1.055 2.397 -0.005 0.022 -0.024
H -6.527 1.086 0.464 -0.030 -0.035 -0.007
H -5.343 -0.216 0.301 -0.029 0.008 0.019
H -5.191 2.505 -1.089 0.013 -0.036 -0.010
H -5.561 0.959 -1.869 -0.020 0.045 0.002
H -3.146 1.593 -2.166 0.037 -0.052 0.013
H -3.339 0.070 -1.290 0.020 -0.023 0.014
H 1.775 4.386 -1.352 -0.064 0.082 -0.001
H 2.359 6.584 -2.323 -0.004 -0.012 0.020
H 0.833 8.514 -2.034 -0.007 -0.022 0.007
H -1.277 8.227 -0.768 -0.005 -0.006 0.005
H -1.848 6.043 0.213 0.075 0.027 -0.036
H -2.429 4.052 2.528 0.068 -0.022 0.036
H -2.105 4.597 4.902 0.001 -0.007 -0.006
H 0.163 4.576 5.886 0.007 -0.002 0.003
H 2.114 4.021 4.469 -0.033 -0.014 -0.026
H 1.800 3.472 2.089 -0.098 0.006 0.084
O -0.245 0.332 3.017 0.366 0.100 -0.077
N -1.189 -0.414 3.379 -0.317 -0.121 0.013
C -1.534 -0.357 4.654 -0.327 -0.069 0.527
C -0.869 0.429 5.656 0.097 -0.030 -0.359
N -0.320 1.035 6.467 -0.069 0.022 0.063
C -2.656 -1.143 5.077 0.244 0.019 -0.084
N -3.549 -1.765 5.460 -0.029 0.048 -0.042

---

# 4
19
Properties=species:S:1:pos:R:3:forces:R:3 method="wB97M-V/def2-TZVPD" e_above_lowest_ev=7.169 total_energy_ha=-891.37703 orbital_gap_ha="0.3089 / 0.2263" max_force_ev_per_a=5.34
C 1.828 -0.767 0.873 -0.220 -0.040 2.127
C 1.818 -1.058 -0.476 2.520 1.830 1.976
C 2.816 0.192 1.034 -1.561 -0.229 -0.031
C -1.012 1.413 -0.267 1.238 -1.041 -1.432
C -2.489 1.120 -0.439 0.335 1.221 -1.918
C -1.643 0.233 0.353 -0.192 -1.812 -0.143
N 2.726 -0.304 -1.034 1.303 1.549 -1.035
N 3.387 0.365 -0.169 0.029 -0.783 -0.419
O -1.286 -1.287 -1.782 -0.150 -0.094 -0.361
O -1.663 -2.479 0.432 -0.137 0.224 -0.188
S -1.118 -1.383 -0.352 -0.451 0.453 1.016
H 1.180 -1.158 1.661 0.315 0.090 -0.401
H 1.224 -1.651 -0.956 -2.878 -3.286 -3.070
H 2.981 0.677 1.947 0.999 0.816 0.738
H -0.328 1.133 -1.158 -1.404 0.738 1.410
H -0.564 2.075 0.417 0.137 1.063 0.530
H -3.278 1.674 0.011 -0.162 0.404 0.766
H -2.697 1.002 -1.496 -0.086 -0.849 0.157
H -1.883 0.203 1.401 0.365 -0.252 0.277

---

# 5
49
Properties=species:S:1:pos:R:3:forces:R:3 method="wB97M-V/def2-TZVPD" e_above_lowest_ev=0.000 total_charge=+1 total_energy_ha=-3788.29443 multiplicity=3 orbital_gap_ha="0.2505 / 0.1936" max_force_ev_per_a=1.28
Pt 0.073 1.296 0.026 0.279 -0.017 -0.636
C -3.141 2.974 -1.216 -0.046 0.083 0.018
O -2.352 1.790 -1.167 0.065 0.095 0.008
C -2.969 0.619 -0.892 0.173 -0.306 -0.009
C -4.331 0.488 -0.659 -0.069 0.123 0.031
C -4.882 -0.765 -0.450 0.008 -0.073 0.008
C -4.085 -1.903 -0.467 -0.092 0.038 0.006
C -2.726 -1.780 -0.671 0.181 0.119 0.042
C -2.146 -0.525 -0.864 -0.595 -0.185 -0.218
N -0.757 -0.356 -1.040 0.857 0.315 0.894
N -0.096 -1.405 -1.304 -0.935 -0.260 -0.614
C 1.218 -1.481 -1.521 0.550 0.684 0.427
C 2.139 -0.384 -1.344 -0.144 -0.818 -0.297
O 1.784 0.795 -1.008 -0.490 0.401 0.667
C 3.529 -0.634 -1.565 0.214 0.185 -0.138
C 3.985 -1.859 -1.908 -0.007 0.091 0.005
C 3.112 -2.980 -2.053 -0.320 -0.025 0.020
C 3.602 -4.262 -2.344 0.098 -0.030 -0.012
C 2.746 -5.327 -2.481 0.028 -0.018 -0.041
C 1.365 -5.129 -2.372 0.033 0.085 0.005
C 0.862 -3.880 -2.094 -0.079 0.019 0.014
C 1.723 -2.787 -1.894 0.095 -0.174 -0.024
H -3.935 2.878 -1.957 0.015 -0.009 -0.004
H -2.466 3.771 -1.513 0.018 -0.019 0.010
H -3.569 3.203 -0.238 0.004 -0.029 0.001
H -4.971 1.359 -0.640 0.029 -0.022 -0.045
H -5.945 -0.850 -0.273 0.002 -0.004 -0.008
H -4.526 -2.877 -0.309 0.028 -0.006 0.012
H -2.082 -2.646 -0.655 0.004 -0.020 -0.010
H 4.203 0.206 -1.458 -0.033 0.006 0.000
H 5.043 -2.004 -2.094 0.011 -0.019 0.086
H 4.671 -4.402 -2.452 -0.006 0.009 -0.003
H 3.133 -6.316 -2.687 0.020 0.015 -0.017
H 0.692 -5.964 -2.512 -0.023 0.017 0.000
H -0.203 -3.718 -2.033 -0.009 -0.058 0.047
C 2.258 2.552 2.519 -0.197 -0.015 -0.013
As 0.461 2.967 3.089 0.314 0.325 0.477
C 0.247 2.381 4.919 0.036 0.004 -0.153
C 0.289 4.891 3.157 0.048 -0.126 -0.050
S -1.073 2.077 1.907 -0.005 -0.306 -0.366
H 2.973 2.965 3.229 -0.044 0.037 0.035
H 2.416 2.983 1.532 0.000 0.001 0.000
H 2.365 1.471 2.462 -0.024 -0.005 0.008
H 0.887 2.976 5.569 0.025 0.006 -0.035
H 0.508 1.328 5.001 -0.004 -0.006 -0.055
H -0.794 2.517 5.204 -0.010 0.015 -0.033
H 0.872 5.268 3.996 0.031 -0.016 -0.014
H -0.758 5.149 3.296 -0.017 -0.057 0.000
H 0.650 5.331 2.230 -0.013 -0.048 -0.027

---

# 6
20
Properties=species:S:1:pos:R:3:forces:R:3 method="wB97M-V/def2-TZVPD" e_above_lowest_ev=5.508 total_energy_ha=-845.49576 orbital_gap_ha="0.1920 / 0.1921" max_force_ev_per_a=5.34
B -1.501 -1.203 -0.024 1.229 -0.016 -0.050
C -4.704 0.049 1.231 -0.038 0.330 -0.632
C -3.465 -0.598 1.385 -0.980 1.684 -4.973
C -5.080 0.481 -0.033 2.027 -2.327 0.178
C -2.844 -0.664 0.105 -1.035 -0.759 2.111
C 0.973 -1.835 -0.388 3.882 -0.604 0.951
C 1.924 -0.351 -0.163 -1.280 -0.548 0.399
C 3.253 -0.680 -0.786 -1.035 2.911 -3.324
O -0.365 -1.651 -0.055 -1.195 -0.016 -0.147
O 1.934 0.047 1.039 -0.029 0.023 1.719
S -3.860 -0.196 -1.146 -1.341 1.845 -0.007
H -5.306 0.166 2.074 -1.078 0.484 1.165
H -3.073 -0.956 2.244 1.224 -0.874 2.581
H -6.019 0.914 -0.348 0.249 -0.041 -0.101
H 1.100 -1.990 -1.467 -0.571 -0.621 0.406
H 1.430 -2.666 0.347 -1.178 1.888 -1.920
H 1.379 0.375 -0.794 -0.486 -0.107 -1.048
H 3.761 -1.405 -0.295 1.562 -2.427 1.446
H 3.840 0.266 -0.743 -0.270 -0.644 0.099
H 3.119 -0.876 -1.898 0.343 -0.182 1.148